Record 1
Below is an isolated molecule of C4H7NOS2, with properties calculated with the ωB97M-V functional and the def2-TZVPD basis.

The geometry in XYZ format:
```
15
Properties=species:S:1:pos:R:3:forces:R:3:nbo_charge:R:1
C -1.69324 2.04630 1.27918 -0.39 0.00 0.27 -0.661
C -0.80641 1.21681 0.40219 -0.20 -0.18 -0.40 0.099
N -1.25681 0.89447 -0.75358 0.24 0.28 0.66 -0.147
O -0.29513 0.28835 -1.58658 0.01 -0.12 0.04 -0.407
C -0.33789 -1.11790 -1.53441 0.27 0.13 0.04 -0.219
S 1.06969 -1.80370 -0.62517 0.09 0.10 -0.04 0.208
C 0.74955 -1.02984 0.97019 -0.26 -0.15 -0.01 -0.697
S 0.78445 0.78296 1.08651 0.00 0.05 -0.08 0.232
H -2.60856 2.32555 0.75049 0.20 -0.07 -0.03 0.239
H -1.97562 1.48979 2.18624 0.21 0.16 -0.25 0.231
H -1.18321 2.96297 1.59618 0.03 -0.20 -0.04 0.235
H -1.26672 -1.47183 -1.10832 -0.30 0.04 0.17 0.196
H -0.25873 -1.47896 -2.55152 0.11 -0.20 -0.19 0.213
H 1.52708 -1.39053 1.64997 -0.09 0.16 -0.11 0.255
H -0.21375 -1.36539 1.36021 0.09 0.00 -0.01 0.224
```
Forces are in eV/Å.

Values from the calculation:
highest occupied orbital energy = -0.3295 Eh
SMILES = CC1=NOCSCS1
total charge = 0

Record 2
Below is C30H28MgN2Si as an isolated structure in a non-equilibrium geometry, with properties calculated with the ωB97M-V functional and the def2-TZVPD basis.

The geometry in XYZ format:
```
62
Properties=species:S:1:pos:R:3:forces:R:3:nbo_charge:R:1
C 0.87991 2.31983 0.95589 -0.45 0.51 0.04 -0.364
C -0.12368 2.50766 -0.03122 0.00 -0.19 0.26 -0.362
C -1.36319 2.74201 0.63107 0.07 -0.03 0.03 -0.428
H 0.03923 2.58369 -1.10719 -0.16 -0.31 0.40 0.224
C -1.11354 2.75184 2.03725 0.39 0.32 -0.15 -0.455
C 0.27511 2.47129 2.23504 -0.05 0.92 -0.33 -0.441
H 0.80154 2.51093 3.18492 -0.18 -0.25 -0.20 0.235
H 1.94358 2.20724 0.75722 -0.31 -0.19 0.11 0.229
H -2.30367 3.00153 0.13995 0.36 -0.16 0.23 0.233
H -1.83048 3.03720 2.80486 0.19 -0.18 -0.24 0.225
Mg -0.78319 0.57239 1.57200 0.92 0.12 0.02 1.764
C -1.83215 -2.25241 -2.99534 -1.15 -1.38 0.16 -0.909
H -2.89501 -2.22139 -2.73904 -0.17 -0.24 0.13 0.238
H -1.48488 -3.25808 -3.23315 -0.06 -0.20 0.06 0.255
H -1.69288 -1.66513 -3.92962 -0.23 -0.55 0.82 0.274
Si -0.49264 -0.47084 -2.76121 2.44 2.76 0.05 1.031
C 1.29760 -0.31510 -3.19456 1.11 0.68 -0.21 -0.514
C 1.93416 0.91774 -2.92503 0.60 -0.40 -0.05 -0.200
H 1.34427 1.80907 -2.69029 0.18 -0.37 -0.01 0.215
C 3.33125 1.00938 -2.92798 -0.23 -0.03 -0.07 -0.206
H 3.80958 1.96033 -2.67056 -0.12 -0.38 -0.13 0.215
C 4.10190 -0.11542 -3.24056 -0.22 -0.04 0.00 -0.209
H 5.18991 -0.04383 -3.21487 -0.28 -0.07 -0.04 0.215
C 3.48044 -1.32103 -3.58923 0.09 0.23 0.01 -0.242
H 4.09166 -2.18787 -3.85317 -0.21 0.28 0.05 0.214
C 2.08629 -1.41826 -3.58453 0.07 0.56 0.35 -0.134
H 1.61008 -2.36099 -3.85736 0.06 0.18 0.14 0.198
C -1.50945 1.00370 -3.17730 0.13 0.44 0.38 -0.422
C -1.12948 1.89579 -4.19258 -0.68 0.22 -0.07 -0.241
H -0.23428 1.69192 -4.78443 -0.30 0.07 0.08 0.219
C -1.90277 3.03638 -4.44107 0.08 -0.19 0.11 -0.197
H -1.61356 3.71117 -5.24674 -0.10 -0.11 0.21 0.213
C -3.03308 3.31274 -3.66212 0.13 -0.15 0.17 -0.226
H -3.64247 4.19730 -3.86477 0.24 -0.30 0.06 0.216
C -3.36317 2.46892 -2.59178 0.11 -0.22 -0.13 -0.213
H -4.22150 2.69526 -1.95326 0.28 -0.01 -0.22 0.214
C -2.59644 1.32650 -2.34023 -0.24 0.39 -0.53 -0.238
H -2.83381 0.68747 -1.48179 0.03 0.22 -0.31 0.201
H -0.44843 -0.30913 -1.27569 -0.25 -0.39 0.14 -0.220
H -1.21640 -1.94855 -2.07099 -1.44 -1.06 -1.11 0.254
C 2.16650 -2.64128 0.72247 -0.37 1.41 -1.10 -0.316
C 1.41049 -1.46784 0.57777 0.42 -1.02 0.11 0.057
N 0.54640 -1.04727 1.52682 -0.42 0.71 -0.72 -0.753
C 0.48823 -1.71476 2.71880 -0.67 0.05 1.92 0.185
C 1.24076 -2.90881 2.93991 0.15 0.34 -1.08 -0.084
C 2.06844 -3.36738 1.89945 -0.54 -0.34 1.40 -0.200
C 1.11433 -3.56862 4.19996 -0.59 0.11 1.25 -0.186
C 0.36540 -3.03491 5.22157 0.72 -0.79 -0.48 -0.182
C -0.32229 -1.78840 5.08144 -0.60 0.66 0.23 -0.082
C -0.99780 -1.13542 6.13074 0.79 -1.17 -0.58 -0.160
C -1.57340 0.10546 5.91065 -0.37 1.07 -0.64 -0.320
C -1.55124 0.65530 4.62280 0.21 -0.98 0.49 0.071
N -0.99161 0.00513 3.58890 -0.49 0.69 -0.47 -0.689
C -0.31114 -1.15587 3.80342 1.28 -1.23 -0.82 0.102
H 2.80865 -2.95297 -0.10287 -0.13 0.12 0.32 0.222
H 1.48903 -0.85912 -0.33126 -0.08 -0.26 0.39 0.211
H 2.62932 -4.28514 2.05508 -0.02 0.12 -0.08 0.208
H 1.64678 -4.51260 4.33119 -0.16 0.25 0.07 0.214
H 0.28560 -3.54576 6.18300 0.12 0.06 -0.27 0.212
H -1.02733 -1.62346 7.10356 -0.02 0.19 -0.12 0.212
H -2.04974 0.66998 6.70412 0.07 -0.13 -0.03 0.220
H -1.99172 1.63245 4.42194 0.06 -0.35 -0.01 0.199
```
Forces are in eV/Å.

Values from the calculation:
highest occupied orbital energy (spin up / spin down) = -0.1851 / -0.1718 Eh
total charge = 0